Entry 1:
{"formula": "C4H8", "method": "ωB97M-V/def2-TZVPD", "symbols": ["C", "C", "C", "C", "H", "H", "H", "H", "H", "H", "H", "H"], "coordinates": [[2.56262, -0.90725, -0.23288], [2.56115, 0.47488, -0.49956], [-3.00267, 0.04225, 0.29492], [1.24662, 0.47019, -0.43691], [1.90332, -1.56575, -0.78583], [3.27542, 1.24684, -0.24975], [-3.04723, -0.41704, -0.69665], [-2.04764, 0.58335, 0.27859], [-3.00313, -0.65151, 1.12835], [0.63902, 1.23572, 0.03922], [-3.79515, 0.78307, 0.38162], [2.70766, -1.29474, 0.77886]], "spin_multiplicity": 1, "orbital_gap_ev": 9.46, "charge": 0, "relative_energy_kcal_mol": 98.0, "e_homo_ha": -0.3190}

Entry 2:
{"formula": "C37H59N10O3PS3V", "method": "ωB97M-V/def2-TZVPD", "symbols": ["V", "C", "C", "N", "C", "S", "N", "N", "C", "C", "C", "C", "C", "C", "C", "N", "H", "H", "H", "H", "H", "H", "H", "H", "H", "H", "H", "H", "H", "C", "C", "C", "O", "C", "H", "H", "H", "H", "H", "H", "H", "H", "S", "C", "C", "N", "C", "H", "H", "H", "O", "P", "N", "C", "C", "C", "C", "N", "C", "C", "C", "C", "N", "C", "C", "C", "C", "H", "H", "H", "H", "H", "H", "H", "H", "H", "H", "H", "H", "H", "H", "H", "H", "H", "H", "H", "H", "H", "H", "H", "H", "N", "C", "S", "N", "C", "C", "C", "C", "C", "C", "H", "H", "H", "H", "H", "H", "H", "H", "C", "O", "H", "H", "H"], "coordinates": [[-0.79104, -1.16907, 0.56132], [1.29257, -5.89114, -3.31620], [1.89758, -4.51810, -3.13721], [1.70468, -3.99299, -1.77747], [0.65858, -3.32105, -1.32019], [0.79826, -2.78995, 0.31314], [-0.33725, -2.98515, -2.06924], [-1.25409, -2.25921, -1.37200], [-2.35770, -2.03125, -2.01689], [-2.54656, -2.33230, -3.46779], [-3.39179, -1.43534, -1.20733], [-4.73673, -1.39483, -1.53191], [-5.59897, -0.91157, -0.58203], [-5.13888, -0.48095, 0.63853], [-3.77410, -0.62503, 0.91235], [-2.90891, -1.06547, 0.01043], [1.29394, -6.14041, -4.39359], [1.83158, -6.66251, -2.84522], [0.25400, -5.94088, -3.00086], [2.97442, -4.50454, -3.31718], [1.45491, -3.72488, -3.74574], [2.29434, -4.46330, -1.09604], [-3.45888, -1.86261, -3.87779], [-1.65237, -2.07204, -4.08377], [-2.64687, -3.42007, -3.66724], [-5.05849, -1.76987, -2.47902], [-6.65036, -0.90605, -0.82919], [-5.83308, -0.20870, 1.40527], [-3.39647, -0.36260, 1.86809], [1.69040, 0.95880, -2.69847], [0.34522, 1.53986, -3.11788], [-0.63868, 0.52643, -2.53985], [0.01810, 0.15616, -1.22935], [1.43606, 0.50599, -1.29609], [2.45737, 1.74055, -2.71030], [1.95484, 0.13136, -3.31194], [0.20217, 1.60130, -4.23755], [0.17526, 2.52832, -2.71708], [-0.66313, -0.33125, -3.16965], [-1.62498, 0.90361, -2.31177], [2.02177, -0.35235, -0.99121], [1.59816, 1.32121, -0.63204], [-2.29580, 2.79484, 2.64823], [-2.26272, 3.08864, 0.97505], [-1.78241, 1.99353, 0.29913], [-1.40437, 0.93027, 1.09400], [-1.64091, 1.22897, 2.34541], [-2.61380, 4.03861, 0.58279], [-1.56672, 2.01372, -0.76776], [-1.37486, 0.50434, 3.12889], [0.65260, -0.35524, 1.84692], [1.93225, -0.29877, 2.62816], [3.05693, -1.47294, 2.30314], [3.95188, -1.59326, 1.16055], [4.94120, -2.67525, 1.50787], [4.11000, -3.70018, 2.21746], [2.91517, -2.85708, 2.88819], [1.61962, -0.36957, 4.23865], [0.49882, -1.11340, 4.89024], [0.91462, -1.23681, 6.36922], [2.11052, -0.30831, 6.56357], [2.27643, 0.47010, 5.25161], [2.73389, 1.04045, 2.16848], [1.99148, 2.31660, 1.98952], [2.98730, 3.41272, 2.21526], [4.13958, 2.71589, 2.95314], [4.13387, 1.33115, 2.32529], [4.47003, -0.69285, 0.90748], [3.41293, -1.86929, 0.23764], [5.67479, -2.21592, 2.10238], [5.40285, -2.98010, 0.58445], [4.63609, -4.22413, 2.99479], [3.64401, -4.42417, 1.56840], [3.02452, -2.80130, 3.98916], [1.93573, -3.27412, 2.69881], [0.36773, -2.07858, 4.44304], [-0.48235, -0.58862, 4.80827], [1.22974, -2.25722, 6.61656], [0.09711, -0.95563, 7.03446], [2.99998, -0.88075, 6.86594], [1.97269, 0.36344, 7.42745], [3.34274, 0.62760, 5.07871], [1.86628, 1.49555, 5.32321], [1.11546, 2.32539, 2.65086], [1.56361, 2.43235, 1.02666], [2.54952, 4.28226, 2.73940], [3.33734, 3.81470, 1.27141], [3.98256, 2.72282, 4.00650], [5.07436, 3.26865, 2.71457], [4.65545, 0.56986, 2.90038], [4.60324, 1.41648, 1.35175], [-6.00663, 3.49816, -2.62603], [-4.73888, 3.47747, -3.01286], [-3.79483, 2.11513, -2.71580], [-4.28068, 4.60278, -3.55224], [-2.99753, 4.66280, -4.26467], [-2.92919, 4.13905, -5.55304], [-1.66363, 4.14477, -6.15789], [-0.53923, 4.65959, -5.54495], [-0.68843, 5.24360, -4.27769], [-1.88283, 5.21853, -3.61407], [-6.36121, 2.62175, -2.32662], [-6.66853, 4.22211, -2.76806], [-4.96485, 5.25877, -3.86991], [-3.83648, 3.77323, -5.95859], [-1.46416, 3.71195, -7.15227], [0.39978, 4.60270, -6.05114], [0.18205, 5.67771, -3.79058], [-2.02676, 5.68320, -2.63335], [-2.06142, -3.11712, 2.23654], [-1.38574, -1.92366, 1.99278], [-2.81060, -3.25859, 1.46595], [-2.46785, -2.99836, 3.26607], [-1.40821, -3.97920, 2.13104]], "spin_multiplicity": 2, "orbital_gap_ev": [6.35, 6.75], "charge": 2, "relative_energy_kcal_mol": 0.0, "e_homo_ha": [-0.4559, -0.4559]}

Entry 3:
{"formula": "C10H12Cl3F3N2O5V", "method": "ωB97M-V/def2-TZVPD", "symbols": ["V", "N", "C", "O", "C", "C", "H", "H", "H", "H", "H", "H", "F", "C", "F", "F", "C", "C", "C", "N", "C", "C", "H", "H", "H", "H", "Cl", "C", "Cl", "H", "H", "O", "Cl", "O", "O", "O"], "coordinates": [[1.01563, 0.63971, -0.68869], [3.33886, -1.61534, 1.69720], [2.63327, -0.61999, 1.24808], [2.09499, -0.70076, 0.08231], [2.36829, 0.65210, 1.98505], [1.52034, 1.55736, 1.08741], [3.47483, -2.44439, 1.13248], [3.77876, -1.57848, 2.60656], [3.32162, 1.11251, 2.25736], [1.87248, 0.41330, 2.92975], [2.05114, 2.46372, 0.79310], [0.58831, 1.86551, 1.55963], [-4.76933, -3.19048, -0.39978], [-4.27272, -2.59456, 0.68136], [-4.01496, -3.52199, 1.60912], [-5.18182, -1.74660, 1.16716], [-2.99410, -1.83822, 0.35361], [-2.33159, -1.16421, 1.37151], [-1.17735, -0.47925, 1.06754], [-0.67755, -0.44585, -0.18124], [-1.32588, -1.09352, -1.16111], [-2.48608, -1.80578, -0.93278], [-2.70908, -1.16636, 2.38500], [-0.63860, 0.06693, 1.82775], [-0.90776, -1.02487, -2.15780], [-2.97965, -2.31456, -1.74834], [3.09259, 1.79297, -1.78876], [2.72258, 1.09160, -3.39357], [1.69026, -0.34573, -3.16537], [3.65328, 0.78061, -3.85313], [2.17559, 1.82822, -3.96991], [-2.07557, 3.02875, -1.82339], [-1.09948, 3.21601, -0.84454], [-0.29595, 4.35152, -0.96186], [-1.46850, 2.86032, 0.46385], [0.01312, 1.96980, -1.23556]], "spin_multiplicity": 2, "orbital_gap_ev": [8.24, 8.82], "charge": 2, "relative_energy_kcal_mol": 12.9, "e_homo_ha": [-0.6288, -0.6287]}

Entry 4:
{"formula": "C2H10O2Si2", "method": "ωB97M-V/def2-TZVPD", "symbols": ["C", "C", "O", "O", "Si", "Si", "H", "H", "H", "H", "H", "H", "H", "H", "H", "H"], "coordinates": [[1.33927, -0.19435, 2.27279], [0.96353, 1.05446, 1.48833], [-4.42566, -2.68845, -0.92634], [1.02750, 1.08779, 0.11817], [-4.26613, -2.96838, -2.53321], [0.67018, -0.00488, -1.03645], [0.87233, -0.00315, 3.24671], [1.03678, -1.14392, 1.87062], [2.41853, -0.38685, 2.07596], [1.69749, 1.75649, 1.77352], [-0.04044, 1.43836, 1.82804], [-3.75008, -3.03478, -0.33485], [1.50467, -1.22090, -0.78573], [-3.38876, -4.00501, -2.55973], [-0.57938, -0.68099, -1.08196], [1.08731, 0.96463, -2.29179]], "spin_multiplicity": 1, "orbital_gap_ev": 8.35, "charge": 0, "relative_energy_kcal_mol": 136.7, "e_homo_ha": -0.3127}

no.,electronic energy (a.u.)
1,-157.0277
2,-4698.1534
3,-3497.3272
4,-811.5883